[1]
A 2-piece molecular cluster, C5H8N2OS overall at a distorted geometry, computed with ωB97M-V/def2-TZVPD.

Its HOMO energy is -0.3220 Ha. The energy relative to the best compared isomer or geometry (same formula, charge and spin) is 3.932 eV. The HOMO-LUMO gap is 9.4028 eV. The calculation puts the lowest unoccupied orbital energy at 0.640 eV.

Last column: Löwdin charge in e.
Atoms and positions in Å:
C (0.550, -1.302, -1.040)  -0.23
C (-1.181, 0.661, 1.778)  -0.22
C (1.569, -1.684, -1.800)  0.01
C (-0.271, 1.035, -1.118)  -0.92
C (-0.757, -0.411, 2.721)  -0.05
N (-0.382, -0.221, -1.275)  0.06
N (-1.286, 1.483, 0.995)  0.15
O (-1.083, 1.954, -1.589)  -0.05
S (1.259, 1.816, -0.729)  0.84
H (0.352, -1.961, -0.181)  0.09
H (2.016, -2.614, -1.665)  0.04
H (1.913, -1.085, -2.506)  0.01
H (0.365, -0.579, 2.492)  0.12
H (-1.143, -1.297, 2.429)  0.02
H (-1.069, -0.131, 3.806)  0.12
H (-1.729, 1.504, -2.277)  0.19
H (0.876, 2.830, -0.041)  -0.17


[2]
One molecule with the formula C5H8N2OS at a distorted geometry, computed with ωB97M-V/def2-TZVPD.

Its HOMO energy is -0.2954 Ha. The energy relative to the best compared isomer or geometry (same formula, charge and spin) is 5.796 eV. The HOMO-LUMO gap is 8.5810 eV. The calculation puts the lowest unoccupied orbital energy at 0.543 eV.

Last column: Löwdin charge in e.
Atoms and positions in Å:
C (0.549, 1.890, -0.179)  -0.24
C (0.095, 0.593, -0.225)  -0.16
C (-0.740, 0.526, -2.512)  -0.40
C (-1.065, -1.434, -1.298)  -0.03
C (0.364, -0.193, 1.075)  -0.27
N (-0.661, 0.011, -1.293)  -0.23
N (0.302, 3.031, -0.882)  -0.17
O (0.993, 0.440, 2.072)  0.01
S (-0.350, 2.204, -2.565)  0.87
H (1.234, 2.085, 0.563)  0.09
H (-0.268, -1.978, -1.537)  0.03
H (-1.297, -1.817, -0.277)  0.09
H (-1.914, -1.528, -2.054)  0.12
H (-0.565, -0.574, 1.524)  0.13
H (0.899, -1.005, 0.773)  0.09
H (1.133, 3.370, -1.304)  0.03
H (0.531, 1.185, 2.282)  0.05


[3]
One molecule with the formula C5H8N2S at a distorted geometry, computed with ωB97M-V/def2-TZVPD.

Its HOMO energy is -0.3102 Ha. The energy relative to the best compared isomer or geometry (same formula, charge and spin) is 2.948 eV. The HOMO-LUMO gap is 9.1700 eV. The calculation puts the lowest unoccupied orbital energy at 0.728 eV.

Last column: Löwdin charge in e.
Atoms and positions in Å:
C (1.056, 1.023, -0.189)  -0.30
C (0.030, 0.612, 0.880)  -0.15
C (-0.621, -0.633, 0.435)  -0.41
C (-0.046, -1.054, -0.900)  -0.08
C (0.747, -0.152, -1.231)  -0.08
H (1.182, 2.621, -1.315)  0.03
H (-0.322, 2.197, -1.152)  0.10
H (2.108, 0.991, 0.070)  0.13
H (0.521, 0.255, 1.828)  0.13
H (-0.683, 1.401, 1.379)  0.16
H (-0.458, -1.915, -1.519)  0.13
H (1.297, -0.089, -2.235)  0.13
H (-2.225, -3.347, 2.265)  -0.14
N (0.551, 2.400, -0.582)  0.02
N (-1.379, -1.305, 1.274)  -0.32
S (-1.757, -3.004, 0.992)  0.63


[4]
One molecule with the formula C5H8N2S at a distorted geometry, computed with ωB97M-V/def2-TZVPD.

Its HOMO energy is -0.2877 Ha. The energy relative to the best compared isomer or geometry (same formula, charge and spin) is 2.289 eV. The HOMO-LUMO gap is 8.6689 eV. The calculation puts the lowest unoccupied orbital energy at 0.841 eV.

Last column: Löwdin charge in e.
Atoms and positions in Å:
C (2.182, 0.476, 0.280)  -0.46
C (1.003, 1.540, -0.168)  -0.11
C (-0.359, 0.763, 0.021)  -0.48
C (-2.401, 0.140, -0.062)  -0.27
C (-1.650, -1.184, 0.173)  -0.11
H (3.087, 0.484, -0.314)  0.06
H (2.255, 0.521, 1.372)  0.06
H (0.935, 2.591, 0.345)  0.14
H (1.239, 1.794, -1.242)  0.11
H (-2.764, 0.067, -1.099)  0.11
H (-3.375, 0.273, 0.529)  0.13
H (-1.796, -1.516, 1.207)  0.10
H (-2.029, -1.978, -0.546)  0.12
N (-1.532, 1.229, 0.142)  0.06
N (-0.288, -0.556, -0.206)  -0.33
S (1.409, -1.085, -0.079)  0.87


[5]
One molecule with the formula C5H8N2S at a distorted geometry, computed with ωB97M-V/def2-TZVPD.

Its HOMO energy is -0.2588 Ha. The energy relative to the best compared isomer or geometry (same formula, charge and spin) is 2.155 eV. The HOMO-LUMO gap is 7.8862 eV. The calculation puts the lowest unoccupied orbital energy at 0.845 eV.

Last column: Löwdin charge in e.
Atoms and positions in Å:
C (1.478, 0.881, -1.361)  -0.19
C (2.349, -0.057, -0.906)  -0.41
C (0.195, 0.694, -0.936)  -0.33
C (0.062, -0.458, 0.078)  -0.55
C (-1.064, -1.018, 2.113)  -0.07
N (-0.921, 1.506, -1.189)  0.07
N (-1.130, -1.005, 0.587)  -0.10
S (1.590, -1.226, 0.174)  1.00
H (1.766, 1.751, -1.967)  0.12
H (3.338, -0.412, -1.215)  0.06
H (-1.956, -1.571, 2.453)  0.08
H (-0.307, -1.800, 2.217)  0.06
H (-0.818, -0.031, 2.418)  0.07
H (-1.132, 1.708, -2.182)  0.11
H (-1.688, 1.346, -0.625)  0.03
H (-1.764, -0.307, 0.340)  0.05


[6]
One molecule with the formula C5H8N2S at a distorted geometry, computed with ωB97M-V/def2-TZVPD.

Its HOMO energy is -0.3219 Ha. The energy relative to the best compared isomer or geometry (same formula, charge and spin) is 0.711 eV. The HOMO-LUMO gap is 9.6896 eV. The calculation puts the lowest unoccupied orbital energy at 0.929 eV.

Last column: Löwdin charge in e.
Atoms and positions in Å:
C (1.984, 1.033, 0.187)  -0.17
C (1.891, -0.472, 0.413)  -0.54
C (-0.732, -0.736, -0.422)  -0.57
C (-1.643, -1.210, 0.566)  -0.17
C (-1.411, 0.296, -1.040)  -0.11
H (2.610, 1.500, 0.944)  0.07
H (0.992, 1.480, 0.276)  0.06
H (2.390, 1.282, -0.788)  0.07
H (2.889, -0.954, 0.307)  0.07
H (1.511, -0.678, 1.416)  0.07
H (-1.485, -2.000, 1.237)  0.09
H (-3.360, 1.003, -0.595)  0.14
H (-1.129, 0.955, -1.832)  0.12
N (-2.769, -0.531, 0.563)  0.03
N (-2.607, 0.383, -0.419)  -0.03
S (0.868, -1.350, -0.814)  0.88


[7]
One molecule with the formula C5H8N2S at a distorted geometry, computed with ωB97M-V/def2-TZVPD.

Its HOMO energy is -0.3034 Ha. The energy relative to the best compared isomer or geometry (same formula, charge and spin) is 4.515 eV. The HOMO-LUMO gap is 8.6578 eV. The calculation puts the lowest unoccupied orbital energy at 0.403 eV.

Last column: Löwdin charge in e.
Atoms and positions in Å:
C (2.493, 0.253, -1.855)  -0.10
C (-0.058, 0.003, -1.841)  -0.16
C (-0.182, 0.135, -0.403)  -0.33
C (0.681, 0.506, 0.489)  -0.20
C (-1.363, -0.731, 0.163)  -0.43
H (3.351, 0.250, -2.618)  0.09
H (2.667, -0.358, -1.054)  0.01
H (2.346, 1.323, -1.360)  0.10
H (-0.966, -0.429, -2.476)  0.14
H (1.641, 0.952, 0.223)  0.09
H (0.674, -0.274, 2.456)  0.15
H (-1.000, -1.811, 0.050)  0.10
H (-2.378, -0.398, -0.310)  0.10
N (1.102, -0.212, -2.453)  -0.01
N (0.098, 0.555, 1.797)  -0.37
S (-1.510, -0.165, 1.898)  0.81


[8]
A 2-piece molecular cluster, C5H8N3 overall at a distorted geometry, computed with ωB97M-V/def2-TZVPD.

Its charge is +1. Its HOMO energy (spin up / spin down) is -0.4548 / -0.4758 Ha. The energy relative to the best compared isomer or geometry (same formula, charge and spin) is 7.657 eV. The HOMO-LUMO gap (spin up / spin down) is 6.9474 / 8.3793 eV. The calculation puts the lowest unoccupied orbital energy (spin up / spin down) at -5.428 / -4.568 eV.

Last column: Löwdin charge in e.
Atoms and positions in Å:
C (-0.582, 0.728, -1.057)  -0.11
C (-1.574, -0.859, 0.922)  -0.06
C (0.395, -1.820, -0.706)  0.07
C (0.169, -0.383, -0.595)  -0.10
C (2.289, 1.532, 0.178)  0.12
N (-1.429, 1.252, -0.269)  0.14
N (-0.451, -1.212, 0.375)  0.05
N (-1.887, 0.430, 0.888)  0.10
H (-0.336, 1.159, -1.992)  0.13
H (-2.263, -1.572, 1.573)  0.21
H (-0.080, -2.602, -1.373)  0.16
H (1.124, -2.320, -0.083)  0.13
H (2.460, 1.562, 1.281)  0.02
H (1.649, 2.243, -0.224)  -0.04
H (3.020, 0.936, -0.426)  0.03
H (-2.505, 0.925, 1.508)  0.16


[9]
C5H8N3O as an isolated structure at a distorted geometry, computed with ωB97M-V/def2-TZVPD.

Its charge is +1. Its HOMO energy (spin up / spin down) is -0.5227 / -0.5227 Ha. The energy relative to the best compared isomer or geometry (same formula, charge and spin) is 6.679 eV. The HOMO-LUMO gap (spin up / spin down) is 7.2534 / 7.2540 eV. The calculation puts the lowest unoccupied orbital energy (spin up / spin down) at -6.971 / -6.970 eV.

Last column: Löwdin charge in e.
Atoms and positions in Å:
C (1.468, -0.902, 0.309)  -0.21
C (0.596, 0.751, -1.171)  -0.44
C (1.582, 1.791, -1.225)  -0.01
C (1.475, 0.682, 2.568)  0.03
C (0.346, -0.048, 0.147)  0.03
N (2.453, -1.499, 0.246)  0.26
N (0.021, 0.381, -2.222)  0.21
N (0.439, 1.103, 1.693)  -0.10
O (-0.285, 2.029, 1.713)  0.24
H (1.686, 2.124, -0.174)  0.08
H (1.265, 2.509, -1.902)  0.08
H (2.576, 1.299, -1.522)  0.15
H (2.241, 0.037, 2.089)  0.10
H (1.003, 0.001, 3.335)  0.17
H (1.680, 1.525, 3.259)  0.14
H (-0.679, -0.324, 0.331)  0.15
H (-0.532, -0.494, -2.382)  0.12


[10]
C5H8N3O as an isolated structure at a distorted geometry, computed with ωB97M-V/def2-TZVPD.

Its charge is +1. Its HOMO energy is -0.5011 Ha. The energy relative to the best compared isomer or geometry (same formula, charge and spin) is 5.618 eV. The HOMO-LUMO gap is 7.0253 eV. The calculation puts the lowest unoccupied orbital energy at -6.611 eV.

Last column: Löwdin charge in e.
Atoms and positions in Å:
C (1.696, 1.153, -0.002)  -0.06
C (0.935, -0.013, 0.078)  -0.24
C (-1.105, -1.506, -0.523)  -0.02
C (-1.867, 1.684, 0.126)  0.19
C (-0.523, -0.250, 0.140)  -0.26
N (2.928, 0.741, -0.075)  0.02
N (1.812, -1.000, 0.136)  0.08
N (3.018, -0.509, 0.027)  0.03
O (-1.269, 0.813, -0.537)  0.03
H (1.490, 2.165, -0.031)  0.10
H (-2.123, -1.744, -0.127)  0.11
H (-0.979, -1.531, -1.700)  0.16
H (-0.599, -2.344, -0.096)  0.07
H (-2.472, 2.387, -0.546)  0.17
H (1.822, -1.951, 0.386)  0.16
H (-1.810, 2.027, 1.256)  0.19
H (-0.954, -0.121, 1.489)  0.25